No. 1
ORCA calculation (ωB97M-V/def2-TZVPD) on an isolated ion of composition C3H5N2OS and charge +1.

Output
HOMO in eV: -12.81
Net charge: +1
Orbital gap in eV: 7.518
LUMO energy in Eh: -0.1944

```
12
Properties=species:S:1:pos:R:3:forces:R:3
C -0.544617 -0.281822 -0.509071 -0.091 -1.048 -0.114
C 1.333036 -1.615378 -0.984281 1.919 -1.521 0.243
C 0.184845 0.400886 0.344285 0.358 3.720 2.412
N 0.295556 -1.097337 -1.421200 -0.697 0.052 -2.403
N -0.635627 1.385108 1.257879 -1.190 -3.348 1.162
O -1.698249 -0.517486 -0.536608 -3.577 -0.277 -0.635
S 2.586993 -2.322356 -0.466257 -0.709 0.476 -0.266
H 1.167858 0.742353 0.188609 0.894 0.372 -0.071
H -0.121061 -1.244711 -2.378715 0.738 -0.043 1.247
H -1.723665 1.096114 1.271726 3.022 0.447 -0.293
H -0.619599 2.391193 1.020780 0.521 -0.613 0.382
H -0.225469 1.063435 2.212853 -1.188 1.784 -1.666
```
Positions in Å, forces in eV/Å.


No. 2
ORCA calculation (ωB97M-V/def2-TZVPD) on an isolated ion of composition C3H5N2OS and charge +1.

Output
HOMO in eV: -13.72
Net charge: +1
Orbital gap in eV: 8.463
LUMO energy in Eh: -0.1931

```
12
Properties=species:S:1:pos:R:3:forces:R:3
C -0.039682 0.193584 0.624638 1.150 1.463 0.047
C 1.182048 -1.077296 -1.791614 1.390 -0.825 0.224
C -0.826855 -0.332319 -0.602174 -1.325 2.442 0.952
N 1.190882 -0.079394 0.813539 -0.501 -1.389 0.118
N -0.782474 1.139692 1.294576 0.788 -1.560 0.599
O 0.025620 -0.667085 -1.742865 1.008 -0.130 -0.494
S 2.571237 -1.694967 -2.058723 -2.179 1.061 0.325
H -1.421621 -1.244637 -0.378503 0.320 0.796 -0.231
H -1.487133 0.625560 -0.931636 1.412 -2.824 0.161
H 1.679364 0.217059 1.692125 -0.912 0.163 -1.234
H -1.490793 1.611440 0.802029 -1.001 0.559 0.034
H -0.600593 1.308363 2.278610 -0.152 0.244 -0.501
```
Positions in Å, forces in eV/Å.


No. 3
ORCA calculation (ωB97M-V/def2-TZVPD) on a 2-piece molecular cluster, C3H5N2P overall.

Output
HOMO (alpha / beta) in eV: -8.83 / -8.69
Orbital gap (alpha / beta) in eV: 7.859 / 7.892
LUMO energy (alpha / beta) in Eh: -0.0357 / -0.0295

```
11
Properties=species:S:1:pos:R:3:forces:R:3
C 0.961299 1.281574 -0.299030 2.022 -1.237 -0.737
C 2.329062 -0.466596 -0.311546 -0.076 -1.088 -0.919
C 0.328053 0.160596 -0.026248 -6.224 -1.471 -0.730
N 2.258325 0.800344 -0.504994 1.982 2.436 0.423
N 1.076749 -0.971355 -0.138821 -1.092 -1.898 0.599
P -2.437336 0.321406 -0.355454 2.084 0.023 1.602
H 0.625793 2.265536 -0.539868 0.078 0.300 0.293
H 3.193992 -1.130523 -0.340240 -0.146 0.544 -0.141
H 0.725192 -1.983418 -0.228967 0.844 2.581 0.568
H -2.812918 -0.824434 -1.061064 0.285 -0.424 -0.341
H -2.310155 1.101531 -1.493391 0.243 0.234 -0.618
```
Positions in Å, forces in eV/Å.


No. 4
ORCA calculation (ωB97M-V/def2-TZVPD) on an isolated ion of composition C3H5N2S2 and charge +1.

Output
SMILES string: [S-]S[N+]1=C=[NH+]CC1
HOMO (alpha / beta) in eV: -13.18 / -14.16
Net charge: +1
Orbital gap (alpha / beta) in eV: 5.692 / 7.297
LUMO energy (alpha / beta) in Eh: -0.2753 / -0.2522

```
12
Properties=species:S:1:pos:R:3:forces:R:3
C -1.605467 1.118341 0.863058 -0.640 2.502 2.540
C 0.718092 0.581152 0.689053 -0.709 -1.430 0.388
C -0.081394 0.175792 -0.596448 0.571 -0.810 0.544
N -0.358446 1.477988 1.304328 2.467 0.688 0.834
N -1.478669 0.447480 -0.195357 3.254 0.954 0.248
S -0.394674 4.316513 2.490672 -0.328 -0.278 -0.090
S 0.451278 2.678404 2.241244 -1.197 -1.020 -0.758
H 1.126898 -0.235441 1.396853 -1.345 0.961 -1.109
H 1.590823 1.116599 0.408697 0.556 0.835 -0.198
H 0.252135 0.854622 -1.427951 -0.468 -1.320 0.391
H -0.065711 -0.932063 -0.673565 0.608 0.861 -1.019
H -2.245662 0.007590 -0.525141 -2.769 -1.944 -1.771
```
Positions in Å, forces in eV/Å.


No. 5
ORCA calculation (ωB97M-V/def2-TZVPD) on one molecule with the formula C3H5N3.

Output
HOMO in eV: -9.31
Orbital gap in eV: 9.678
LUMO energy in Eh: 0.0134

```
11
Properties=species:S:1:pos:R:3:forces:R:3
C 0.602325 -1.482471 0.270192 0.115 0.006 0.114
N -0.140040 -0.236744 0.021387 -0.185 -0.129 0.285
C -0.249605 0.914164 0.958105 0.262 0.464 -0.280
C -0.425325 1.890165 0.014922 0.162 -0.015 0.334
N -0.239754 1.467418 -1.311324 0.033 -0.869 -0.055
N -0.047537 0.234790 -1.390002 -0.364 0.874 0.209
H 0.325373 -2.204821 -0.505915 0.093 0.199 0.236
H 1.672934 -1.281669 0.233526 -0.156 0.027 -0.002
H 0.321827 -1.835077 1.263274 0.108 -0.023 -0.152
H -1.136172 -0.389056 0.263298 -0.242 -0.521 -0.680
H -0.684027 2.923300 0.182537 0.174 -0.013 -0.009
```
Positions in Å, forces in eV/Å.


No. 6
ORCA calculation (ωB97M-V/def2-TZVPD) on one molecule with the formula C3H5N3.

Output
SMILES string: Cn1nccn1
HOMO in eV: -9.68
Orbital gap in eV: 10.775
LUMO energy in Eh: 0.0404

```
11
Properties=species:S:1:pos:R:3:forces:R:3
C -0.593191 1.823321 -0.154005 -4.648 -5.900 -1.046
C -0.119087 -1.708078 -0.003085 -0.130 -6.132 -2.350
C 1.085289 -1.240856 0.347922 4.330 -0.725 1.871
H -1.298230 1.815787 0.667854 -0.052 0.088 0.469
H -1.295668 1.951596 -1.012874 1.421 0.370 0.231
H 0.160853 2.420541 0.102731 3.239 2.246 0.093
H 0.022022 -2.871686 -0.154825 -2.077 2.262 0.085
H 2.118132 -1.755212 0.633113 -2.833 1.130 -0.550
N -0.118329 0.290289 -0.178943 -6.151 4.619 -2.681
N -0.950868 -0.788581 -0.511857 2.143 1.276 2.142
N 0.989075 0.062877 0.263970 4.758 0.767 1.735
```
Positions in Å, forces in eV/Å.


No. 7
ORCA calculation (ωB97M-V/def2-TZVPD) on a 2-piece molecular cluster, C3H5N3 overall.

Output
SMILES string: [H]/N=C(\C#N)N=C.[H][H]
HOMO in eV: -10.94
Orbital gap in eV: 10.357
LUMO energy in Eh: -0.0216

```
11
Properties=species:S:1:pos:R:3:forces:R:3
C 1.536554 -0.405895 -0.351513 -0.136 -0.152 -0.140
N 0.408924 -0.993540 -0.291371 0.251 0.145 0.022
C -0.732211 -0.188085 -0.324564 -0.043 0.316 0.095
N -0.712009 1.040271 0.013728 -0.223 -0.283 -0.206
C -1.975559 -0.898636 -0.606931 -0.954 -0.441 -0.218
N -3.001888 -1.384968 -0.824322 1.001 0.439 0.188
H 2.430315 -0.967846 -0.080743 -0.119 -0.026 -0.245
H 1.656099 0.641626 -0.645095 -0.099 -0.156 0.003
H 1.326838 0.683454 1.614051 0.040 0.186 0.392
H 0.703345 1.031899 1.376889 0.326 0.036 0.354
H -1.640411 1.441716 0.119871 -0.044 -0.063 -0.247
```
Positions in Å, forces in eV/Å.


No. 8
ORCA calculation (ωB97M-V/def2-TZVPD) on C3H5N3 as an isolated structure.

Output
HOMO in eV: -8.97
Orbital gap in eV: 9.724
LUMO energy in Eh: 0.0275

```
11
Properties=species:S:1:pos:R:3:forces:R:3
C -1.617995 -0.089561 -0.015774 -0.106 0.018 -0.031
N -0.163781 -0.112855 -0.029740 0.146 0.004 0.003
C 0.686044 0.887649 0.284717 -0.026 -0.034 -0.001
C 1.976538 0.350315 0.322490 -0.350 0.126 0.174
N 1.733251 -0.997488 -0.038572 0.020 -0.019 -0.005
N 0.448162 -1.240198 -0.310608 0.017 0.226 0.093
H -1.975914 -0.814178 -0.746795 0.041 0.099 0.108
H -1.980883 -0.358119 0.978786 0.052 0.043 -0.139
H -1.958183 0.913435 -0.278608 0.048 -0.151 0.048
H 0.314447 1.881790 0.493531 0.060 -0.172 -0.036
H 2.538313 -0.420791 -0.659422 0.098 -0.140 -0.213
```
Positions in Å, forces in eV/Å.


No. 9
ORCA calculation (ωB97M-V/def2-TZVPD) on one molecule with the formula C3H5N3.

Output
SMILES string: [H]/N=C/[C@@H]1N=C1N
HOMO in eV: -8.60
Orbital gap in eV: 9.266
LUMO energy in Eh: 0.0245

```
11
Properties=species:S:1:pos:R:3:forces:R:3
N -2.187178 -0.232170 0.734286 -0.142 0.161 0.427
C -0.955148 -0.084649 0.243201 -0.251 0.404 -0.343
C 0.373584 -0.615614 0.242821 0.325 0.574 -1.145
N 2.191256 0.010683 -1.164361 0.504 -0.271 0.780
C 1.416844 0.372489 -0.223134 0.668 -0.866 0.740
N -0.531532 0.402931 -0.830622 -0.917 -0.501 -0.238
H -2.822062 0.487576 0.427680 -0.297 -0.273 0.133
H -2.352492 -0.706212 1.599620 0.003 0.107 0.240
H 0.501898 -1.684489 0.007410 0.121 0.568 -0.235
H 2.924205 0.692969 -1.297458 0.002 0.338 -0.314
H 1.423290 1.347321 0.279669 -0.015 -0.241 -0.045
```
Positions in Å, forces in eV/Å.


No. 10
ORCA calculation (ωB97M-V/def2-TZVPD) on one molecule with the formula C3H5N3.

Output
HOMO (alpha / beta) in eV: -6.44 / -6.98
Orbital gap (alpha / beta) in eV: 7.217 / 7.693
LUMO energy (alpha / beta) in Eh: 0.0285 / 0.0261

```
11
Properties=species:S:1:pos:R:3:forces:R:3
N 1.790492 0.306588 -0.506782 0.192 -0.024 -0.029
C 0.454728 0.284207 -0.379844 -0.024 0.196 -0.020
C -0.404000 0.083414 0.912116 0.468 -0.157 0.245
N -1.725618 0.229317 0.648313 -0.418 0.245 -0.226
N -1.748349 -0.110349 -0.676762 -0.172 -0.033 0.178
C -0.430465 -0.748557 -0.584854 0.232 -0.255 -0.132
H 2.270237 -0.377093 -1.077455 -0.102 0.082 0.072
H 2.300648 1.157523 -0.324117 -0.123 -0.137 -0.010
H 0.059846 -0.028362 1.886625 -0.087 -0.018 -0.154
H -2.300918 0.997178 0.976490 0.064 -0.079 -0.018
H -0.266602 -1.793867 -0.873730 -0.031 0.179 0.094
```
Positions in Å, forces in eV/Å.


Going through the records in order, we get energy above the lowest of the compared OMol25 structures with the same formula, charge and spin values of 47.3 38.5 84.5 86.9 109.2 73.9 69.2 112.6 86.3 143.1 kcal/mol.